[1]
270
Properties=species:S:1:pos:R:3:mulliken_charge:R:1 method="wB97M-V/def2-TZVPD" mol_weight_da=1487.10 homo_energy_ev=-8.4 spin_multiplicity=1 charge=0
C 3.6396 -1.9954 -4.1067 -0.873
O 3.4781 -0.7498 -3.4849 0.334
C 3.8897 0.3240 -4.3929 -0.928
C 3.7295 1.6031 -3.6966 0.251
N 4.5748 1.7999 -2.4852 0.439
C 6.0214 2.0697 -2.7814 -0.949
C 6.8204 2.2453 -1.5241 -0.377
O 6.7792 1.0374 -0.7356 -0.055
C 7.1731 1.1291 0.6221 0.605
H 3.1926 -2.8094 -3.5138 0.020
H 4.7362 -2.2035 -4.1184 0.286
H 3.2204 -1.9921 -5.1070 0.416
H 3.2236 0.4121 -5.2653 0.566
H 4.9180 0.1347 -4.6867 0.460
H 2.6560 1.6761 -3.3457 -0.753
H 3.8967 2.4557 -4.3555 0.590
H 4.5563 0.9336 -1.9761 -0.488
H 5.9865 3.0332 -3.3421 0.445
H 6.4868 1.4088 -3.5055 0.335
H 6.2793 3.1062 -1.0554 0.279
H 7.8685 2.4954 -1.7044 0.287
H 6.4857 1.8099 1.1208 0.278
H 8.2258 1.5483 0.7688 -0.441
H 7.0838 0.1371 1.0859 -0.358
C -10.3368 -5.3910 7.1918 -0.713
O -9.8374 -4.1557 6.6745 -0.314
C -10.2466 -3.8303 5.3827 -0.607
C -9.5436 -2.5856 4.9229 -0.338
N -8.1042 -2.6735 5.0658 -0.184
C -7.2601 -1.5155 4.8573 -0.901
C -6.7709 -1.4862 3.4270 -0.298
O -7.8863 -1.2915 2.5979 -0.397
C -7.4278 -0.9806 1.2976 -0.531
H -9.9741 -5.3431 8.2124 0.236
H -9.9592 -6.2580 6.6078 0.296
H -11.4598 -5.4484 7.1749 0.269
H -11.3392 -3.7755 5.2609 0.386
H -9.9609 -4.6699 4.7468 0.337
H -9.9395 -1.7250 5.5212 0.250
H -9.8332 -2.4088 3.8601 0.189
H -7.9173 -3.1438 5.9239 0.233
H -6.3690 -1.6111 5.4796 0.444
H -7.7673 -0.5533 5.0760 0.329
H -6.2571 -2.4299 3.2228 0.134
H -6.0797 -0.6697 3.2405 0.348
H -8.3141 -0.9067 0.6606 0.273
H -6.7171 -1.7003 0.8767 0.298
H -6.9838 0.0194 1.2029 0.204
C 3.1019 -6.7924 2.5885 -0.751
O 4.0571 -5.7932 2.4089 -0.298
C 3.6767 -4.6522 3.1263 -0.810
C 4.7100 -3.5563 2.7339 1.053
N 4.7187 -2.4473 3.6554 -0.334
C 5.6836 -1.4592 3.1078 1.355
C 7.0856 -1.7442 3.8037 -1.283
O 8.1074 -1.1592 2.9655 0.166
C 9.3709 -1.6581 3.2743 -1.075
H 3.5246 -7.8215 2.3522 0.231
H 2.2060 -6.6484 1.9591 0.231
H 2.7322 -6.7864 3.6042 0.349
H 3.6709 -4.8202 4.2325 0.521
H 2.6586 -4.2677 2.8984 0.115
H 4.6254 -3.2960 1.6693 -1.012
H 5.6791 -4.0627 2.7668 0.441
H 3.8181 -1.9815 3.5642 0.019
H 5.3842 -0.4503 3.3983 0.232
H 5.8276 -1.5749 1.9923 -0.842
H 7.2313 -2.8138 3.8413 0.637
H 7.1169 -1.4120 4.8191 0.326
H 9.5052 -1.6531 4.3675 0.389
H 10.1859 -1.0676 2.8066 0.220
H 9.5285 -2.6973 2.9686 0.281
C -7.1990 -1.5661 -5.2219 -0.637
O -5.9563 -0.9601 -5.1731 -0.025
C -5.5095 -0.2468 -6.3081 -0.707
C -6.4388 1.0093 -6.5233 -0.578
N -6.3282 1.9306 -5.3746 0.398
C -7.4380 2.9544 -5.3477 -0.902
C -8.8578 2.4767 -4.9870 -0.731
O -8.7758 1.7699 -3.7731 0.287
C -10.0659 1.3023 -3.3691 -1.186
H -8.0208 -0.9106 -4.8522 0.037
H -7.1475 -2.3049 -4.4698 0.244
H -7.4386 -2.0454 -6.1957 0.329
H -5.4833 -0.9402 -7.1333 0.485
H -4.5411 0.1366 -6.0669 0.174
H -7.5087 0.7021 -6.6404 0.281
H -6.2014 1.5278 -7.4592 0.451
H -6.6429 1.3605 -4.5904 -0.509
H -7.4653 3.3980 -6.3471 0.540
H -7.1197 3.7180 -4.6187 0.128
H -9.3415 1.9011 -5.7904 0.456
H -9.5188 3.3325 -4.8041 0.501
H -10.4961 0.6308 -4.1210 0.322
H -10.7004 2.1590 -3.3641 0.438
H -10.0703 0.9158 -2.3645 0.270
C 4.6654 3.2059 3.6042 -0.715
O 5.9113 2.6271 3.2436 -0.019
C 6.6675 2.2373 4.4055 -1.176
C 8.1083 1.9814 4.0744 0.101
N 8.6810 3.3296 3.8712 -0.359
C 10.1267 3.3116 3.6789 -1.190
C 10.5867 2.7876 2.3324 0.140
O 10.0855 3.6500 1.3144 -0.373
C 10.5742 3.2925 -0.0239 -0.812
H 4.0838 3.4489 2.6950 -0.224
H 4.7866 4.1411 4.1715 0.418
H 4.0767 2.5005 4.2076 0.456
H 6.1425 1.4146 4.9350 0.417
H 6.6660 3.0861 5.0892 0.518
H 8.1491 1.2347 3.2711 -0.127
H 8.5625 1.5293 4.9671 0.428
H 8.3255 3.8269 3.0349 0.335
H 10.5675 2.6907 4.4551 0.430
H 10.5523 4.3110 3.8644 0.384
H 10.2504 1.6993 2.2039 -0.145
H 11.6782 2.8576 2.2403 0.509
H 10.0300 3.9281 -0.7310 0.213
H 10.3438 2.2621 -0.1854 0.342
H 11.6125 3.5229 -0.1278 0.341
C -5.5710 8.4792 1.1558 -0.703
O -5.6065 8.2072 -0.2058 -0.406
C -4.5373 7.2781 -0.5816 -0.887
C -4.8452 5.9352 -0.1283 0.815
N -6.0333 5.4481 -0.8688 -0.253
C -6.5095 4.1635 -0.3936 0.091
C -7.7796 3.7729 -1.1474 -0.338
O -8.7584 4.8005 -0.8960 -0.441
C -9.9672 4.5140 -1.5733 -0.333
H -6.0639 9.4297 1.3813 0.269
H -4.5405 8.4871 1.4990 0.331
H -6.0267 7.7402 1.7838 0.245
H -3.6225 7.6528 -0.1615 0.520
H -4.6044 7.2813 -1.6916 0.243
H -4.9476 5.8318 0.9801 0.140
H -3.9957 5.2589 -0.3297 -0.661
H -6.7596 6.1725 -0.7909 0.422
H -6.7688 4.1573 0.6625 0.448
H -5.7730 3.3893 -0.5731 -0.278
H -8.1984 2.8081 -0.9659 0.650
H -7.5768 3.8676 -2.2032 -0.290
H -9.8138 4.0731 -2.5609 -0.119
H -10.4908 5.4835 -1.6853 0.330
H -10.5535 3.7828 -0.9503 0.231
C -5.1611 -3.5877 -1.0750 -0.408
O -3.8628 -4.0054 -0.6885 -0.475
C -3.4869 -3.5831 0.5641 -0.126
C -2.0089 -3.8165 0.6162 -0.822
N -1.3566 -2.9076 -0.3517 0.528
C 0.0204 -3.2514 -0.7415 -0.569
C 1.0676 -3.1478 0.3304 -1.399
O 2.3537 -2.8641 -0.1386 1.590
C 2.8958 -3.9973 -0.7513 -0.810
H -5.1674 -2.5055 -1.2735 -0.064
H -5.9137 -3.9311 -0.3292 0.318
H -5.3397 -4.0707 -2.0153 0.281
H -3.9901 -4.1644 1.3583 0.512
H -3.7912 -2.4966 0.6677 -0.213
H -1.8557 -4.8443 0.3465 0.452
H -1.5843 -3.6037 1.6240 0.293
H -1.9528 -2.8437 -1.1789 0.063
H 0.2926 -2.5209 -1.5271 -0.071
H -0.0269 -4.2677 -1.2533 0.567
H 1.0726 -4.0513 0.9510 0.482
H 0.8818 -2.3283 1.0192 -0.306
H 3.9349 -3.8279 -1.0660 -0.023
H 2.3166 -4.2562 -1.6806 0.376
H 2.8621 -4.8146 0.0033 0.016
C 11.8152 -5.9367 -5.0166 -0.732
O 10.8448 -6.3432 -4.1359 -0.308
C 10.3451 -5.3100 -3.3442 -0.346
C 9.3166 -5.8326 -2.3726 -0.700
N 8.5729 -4.6640 -1.8373 -0.265
C 7.5176 -5.0868 -0.9178 -1.449
C 6.8245 -3.8744 -0.3940 0.729
O 6.1906 -3.2016 -1.4546 -0.424
C 5.9049 -1.8643 -1.0764 0.465
H 11.9254 -6.6954 -5.7841 0.257
H 12.7771 -5.7969 -4.4736 0.277
H 11.5114 -5.0526 -5.5950 0.313
H 9.9420 -4.5407 -3.9828 0.322
H 11.1683 -4.8388 -2.8328 0.306
H 9.7542 -6.3004 -1.4946 0.342
H 8.7043 -6.5930 -2.8830 0.264
H 8.1588 -4.2512 -2.6640 0.212
H 8.0265 -5.5928 -0.0865 0.396
H 6.9090 -5.8252 -1.3523 0.504
H 7.6104 -3.2063 0.0023 0.341
H 6.0403 -4.1616 0.3279 -0.336
H 6.8237 -1.2666 -1.0427 0.896
H 5.3686 -1.7163 -0.1568 -0.521
H 5.2087 -1.3680 -1.8087 -0.790
C -6.0317 0.6352 -1.9881 -0.260
O -5.1482 0.6587 -0.8419 0.739
C -3.7278 0.4556 -1.1357 -0.392
C -2.8454 0.8260 0.0915 -0.741
N -1.5517 0.2381 -0.1628 1.875
C -0.6308 0.4464 0.9656 -1.455
C 0.7516 0.3969 0.3971 1.381
O 1.7788 0.4153 1.4281 1.740
C 3.0715 0.1651 0.9379 0.099
H -7.0200 0.7992 -1.5622 0.218
H -6.0343 -0.3510 -2.4571 0.272
H -5.7959 1.4036 -2.7246 -0.238
H -3.5161 1.0348 -2.0434 0.072
H -3.4588 -0.5544 -1.4714 -0.316
H -3.3371 0.4632 0.9888 0.090
H -2.7734 1.9211 0.2319 -0.053
H -1.6135 -0.7325 -0.3976 -0.090
H -0.7535 -0.2873 1.8153 -0.426
H -0.7526 1.4630 1.3719 0.409
H 0.9696 1.2240 -0.3247 -0.153
H 1.0277 -0.4728 -0.1898 -0.647
H 3.2480 -0.9127 1.0297 -0.756
H 3.7708 0.6914 1.6265 -0.235
H 3.3292 0.5301 -0.0623 0.294
C -4.2753 3.9514 -3.5001 0.325
O -3.6744 2.8776 -4.2544 -0.577
H -4.0922 4.9199 -3.9379 0.564
H -5.3107 3.8362 -3.3492 -0.339
H -3.8090 3.9790 -2.5141 -0.423
H -4.2794 2.6161 -4.9799 0.300
C 2.9852 3.6031 0.2489 0.037
O 2.5631 3.7073 -1.0914 -0.831
H 2.1641 3.1550 0.8530 -0.292
H 3.9176 3.0178 0.2962 -0.192
H 3.1841 4.5969 0.6047 0.595
H 3.1053 3.0791 -1.5992 0.396
C -2.3446 -2.5480 -4.7349 -0.747
O -1.8594 -2.5621 -3.4155 -0.372
H -1.7753 -1.7487 -5.2311 0.295
H -2.1418 -3.4819 -5.2516 0.291
H -3.4255 -2.3438 -4.7460 0.109
H -1.5125 -1.6507 -3.3174 0.233
C -0.9397 3.8379 -1.5823 0.100
O -0.1133 3.5189 -0.4929 -0.297
H -1.9074 4.0898 -1.1405 -0.662
H -0.5658 4.7396 -2.1244 0.548
H -0.9835 3.0898 -2.3939 0.138
H 0.8423 3.6600 -0.7807 0.163
C -4.0168 3.1299 2.4679 0.785
O -5.1453 3.7240 3.0497 -0.570
H -4.2611 2.7712 1.4828 -0.166
H -3.2624 3.9209 2.3798 0.229
H -3.6217 2.3050 3.0401 -0.517
H -5.8303 3.0780 3.0173 0.345
C 0.9228 -1.6604 4.3244 -0.876
O 1.7722 -1.8244 3.2204 0.002
H 0.7795 -0.6437 4.5962 0.271
H -0.0124 -2.2068 4.1034 0.159
H 1.4479 -2.1438 5.1552 0.222
H 1.7173 -1.1169 2.5662 -0.011
C -2.4435 -0.0019 4.2607 -0.594
O -3.0657 -0.7798 3.2753 -0.157
H -2.4215 -0.6328 5.1536 0.433
H -1.4326 0.2897 3.9965 -0.066
H -3.0287 0.9065 4.4684 0.229
H -3.7937 -1.2223 3.6737 0.149
C 0.4386 0.1652 -3.0691 -0.920
O -0.9424 0.1344 -2.8679 -0.246
H 0.8501 1.1757 -3.0497 0.247
H 1.0509 -0.3548 -2.3482 0.117
H 0.6078 -0.2911 -4.0294 0.441
H -1.1077 0.4863 -1.9755 -0.246
C 0.9352 3.6509 3.3933 -0.497
O 1.3138 2.3126 3.5643 -0.569
H 1.6137 4.2556 2.7803 0.194
H -0.0221 3.7075 2.8813 0.008
H 0.8454 4.0571 4.3715 0.409
H 1.4756 1.8151 2.7409 0.004



[2]
131
Properties=species:S:1:pos:R:3:mulliken_charge:R:1 method="wB97M-V/def2-TZVPD" mol_weight_da=1455.34 homo_energy_ev=-11.0 spin_multiplicity=1 charge=+2
O -3.4293 0.7299 -5.1867 -0.401
C -2.3039 0.5105 -4.8995 0.409
Br -0.9048 0.6124 -6.2827 -0.167
C -1.9663 0.1436 -3.4105 -0.646
N -0.7088 -0.6749 -3.3363 0.526
C -0.7718 -1.9672 -3.7878 -0.374
C 0.4043 -2.8133 -3.7748 -0.649
C 1.6486 -2.2366 -3.2608 0.866
C 3.0041 -2.9602 -3.2060 0.085
C 3.6631 -3.0757 -1.9028 -0.546
C 4.9609 -3.7220 -1.8703 -0.252
N 5.5588 -4.1999 -3.0103 0.193
C 6.9223 -4.8069 -2.8523 -0.992
C 7.9676 -3.7106 -2.3413 -0.434
C 7.7812 -2.3576 -3.0998 0.259
O 7.4359 -2.4140 -4.2697 -0.524
N 8.0231 -1.0520 -2.5515 -0.180
C 7.8446 -0.9872 -1.1074 0.021
C 6.6305 -0.2982 -0.6329 -0.281
C 6.3686 -0.1370 0.7977 -0.523
C 7.2970 -0.6427 1.8318 -0.505
C 8.4903 -1.3472 1.3350 -0.470
C 8.7647 -1.5015 -0.1005 -0.185
C 4.9455 -4.1231 -4.2409 -0.029
C 3.6418 -3.5001 -4.4258 -0.739
C 1.6353 -0.8358 -2.7741 -0.581
C 0.4049 -0.0657 -2.8195 -0.569
H -2.7627 -0.4612 -2.9098 0.342
H -1.8234 1.0856 -2.8163 0.398
H -1.7552 -2.3309 -4.1695 0.570
H 0.3976 -3.8647 -4.1337 0.580
H 3.2256 -2.6751 -0.9558 0.514
H 5.4774 -3.8165 -0.8904 0.384
H 7.2686 -5.2902 -3.7956 0.407
H 6.8288 -5.5451 -2.0062 0.366
H 8.9796 -4.1138 -2.6336 0.346
H 7.8401 -3.6551 -1.2344 0.478
H 8.9063 -0.6437 -2.8655 0.378
H 5.8796 0.1473 -1.3327 0.438
H 5.4636 0.3941 1.1754 0.349
H 7.1040 -0.5002 2.9242 0.390
H 9.1842 -1.7629 2.1006 0.356
H 9.6900 -2.0263 -0.4422 0.384
H 5.4493 -4.5098 -5.1605 0.337
H 3.1402 -3.3973 -5.4139 0.532
H 2.5756 -0.3783 -2.3889 0.550
H 0.4132 0.9941 -2.4775 0.421
Cl -0.3641 -1.9124 -0.4038 0.000
C -1.8783 -1.6796 0.4107 0.444
C -1.9755 -0.9512 1.5904 0.154
Cl -0.5969 -0.2121 2.3267 -0.190
C -3.2119 -0.8005 2.2098 0.613
C -4.3459 -1.3740 1.6489 -0.792
C -4.2482 -2.0975 0.4663 -0.622
C -3.0152 -2.2499 -0.1509 -0.614
H -3.2993 -0.2311 3.1412 -0.238
H -5.3069 -1.2559 2.1355 0.418
H -5.1326 -2.5432 0.0265 0.402
H -2.9433 -2.8173 -1.0724 0.494
Cl 13.0006 -3.8685 -8.6463 -0.173
C 11.5101 -3.6631 -7.8036 0.344
C 11.4239 -2.9393 -6.6184 0.147
Cl 12.7992 -2.1785 -5.9039 -0.201
C 10.1988 -2.8112 -5.9740 -0.510
C 9.0620 -3.3992 -6.5085 -0.155
C 9.1468 -4.1181 -7.6957 -0.691
C 10.3685 -4.2495 -8.3404 -0.436
H 10.1270 -2.2501 -5.0499 0.449
H 8.1111 -3.2967 -6.0000 0.499
H 8.2604 -4.5767 -8.1185 0.363
H 10.4292 -4.8117 -9.2641 0.411
Cl -2.7662 0.2906 5.0157 -0.263
C -3.9266 1.4841 5.4926 0.342
C -5.2801 1.1888 5.6109 0.478
Cl -5.9060 -0.3944 5.3027 -0.200
C -6.1741 2.1836 5.9889 -0.863
C -5.7180 3.4673 6.2503 -1.018
C -4.3658 3.7606 6.1366 -0.584
C -3.4708 2.7697 5.7573 -0.521
H -7.2302 1.9605 6.0802 0.733
H -6.4136 4.2348 6.5427 0.714
H -4.0112 4.7594 6.3430 0.590
H -2.4183 3.0031 5.6688 0.556
Cl -7.0784 5.7241 4.8792 -0.190
C -6.5786 6.2404 3.3026 0.348
C -5.7949 5.4494 2.4668 0.359
Cl -5.2598 3.8705 2.9211 -0.050
C -5.4203 5.9266 1.2156 -0.428
C -5.8263 7.1848 0.7964 -0.508
C -6.6125 7.9716 1.6271 -0.515
C -6.9866 7.5000 2.8766 -0.520
H -4.8090 5.3164 0.5622 0.375
H -5.5301 7.5519 -0.1789 0.371
H -6.9337 8.9535 1.3012 0.377
H -7.5988 8.1193 3.5205 0.416
Cl -3.1319 -5.5059 -8.4647 -0.191
C -3.6420 -3.8787 -8.1940 0.394
C -2.7529 -2.8771 -7.8215 0.016
Cl -1.0586 -3.1791 -7.6106 -0.179
C -3.2142 -1.5842 -7.6064 0.326
C -4.5605 -1.2876 -7.7642 -0.788
C -5.4496 -2.2865 -8.1419 -0.449
C -4.9904 -3.5790 -8.3556 -0.469
H -2.5203 -0.8040 -7.3135 0.162
H -4.9160 -0.2785 -7.5936 0.412
H -6.5008 -2.0582 -8.2694 0.388
H -5.6882 -4.3538 -8.6484 0.420
Cl -10.6300 -2.6672 10.2938 -0.190
C -9.5581 -1.4499 9.7017 0.234
C -9.9311 -0.1125 9.6189 0.271
Cl -11.4909 0.4388 10.1136 -0.191
C -9.0319 0.8270 9.1262 -0.515
C -7.7646 0.4347 8.7201 -0.420
C -7.3903 -0.9004 8.8077 -0.660
C -8.2859 -1.8398 9.2971 -0.418
H -9.3178 1.8696 9.0576 0.411
H -7.0681 1.1698 8.3357 0.638
H -6.3999 -1.2086 8.4939 0.421
H -7.9895 -2.8795 9.3621 0.398
Cl 0.6189 3.9329 4.7739 -0.167
C 0.3819 5.4631 5.5469 0.275
C -0.8497 6.1073 5.5457 0.388
Cl -2.2423 5.4230 4.7829 -0.030
C -0.9868 7.3398 6.1741 -0.486
C 0.1012 7.9264 6.8042 -0.555
C 1.3308 7.2799 6.8097 -0.497
C 1.4699 6.0507 6.1815 -0.443
H -1.9437 7.8473 6.1744 0.400
H -0.0096 8.8876 7.2912 0.378
H 2.1813 7.7342 7.3035 0.371
H 2.4312 5.5517 6.1878 0.399



Number 1: electronic energy -136781.37127 eV, orbital gap 8.88 eV, E_LUMO 0.49 eV. Number 2: electronic energy -320015.04564 eV, orbital gap 3.84 eV, E_LUMO -7.15 eV.